{"formula": "C2H5NO3", "method": "wB97M-V/def2-TZVPD", "symbols": ["O", "C", "C", "O", "N", "O", "H", "H", "H", "H", "H"], "positions_angstrom": [[1.06, -0.83, 0.34], [0.29, 0.05, -0.05], [-1.13, -0.43, -0.28], [-1.18, -1.75, -0.55], [0.67, 1.27, -0.15], [1.74, 1.42, 0.75], [-1.65, -0.22, 0.65], [-1.69, 0.31, -0.98], [-0.31, -2.21, -0.20], [0.03, 1.90, 0.11], [2.18, 0.49, 0.35]], "fmax_ev_per_a": 5.426, "relative_energy_kcal_mol": 82.3, "smiles": "O=C(CO)NO", "homo_ev": -10.315, "lumo_ev": 0.72}